No. 1
{"formula": "H4N2O2S", "method": "the ωB97M-V functional and the def2-TZVPD basis", "species": ["N", "N", "O", "O", "S", "H", "H", "H", "H"], "xyz": [[1.1353, -1.2873, 0.0727], [-0.5895, 0.7741, 0.8483], [1.2143, 1.0936, -0.9165], [-1.1851, 0.9478, -0.4049], [1.3152, 0.3633, 0.2950], [0.3379, -1.7642, 0.4641], [1.1874, -1.6364, -0.8747], [-0.5461, 1.6769, 1.1751], [-0.5556, 1.2977, -0.9469]], "lumo_ev": 0.391, "multiplicity": 1, "orbital_gap_ev": 9.97}

---

No. 2
{"formula": "H4N2O2Si", "method": "the ωB97M-V functional and the def2-TZVPD basis", "species": ["N", "N", "O", "O", "Si", "H", "H", "H", "H"], "xyz": [[0.8947, 0.1382, -0.0573], [1.3282, 3.8031, -1.1992], [1.1855, 4.9763, -1.0996], [0.6095, 3.0542, -0.2932], [-0.3694, -0.8579, 0.0993], [1.7242, 0.0363, 0.5079], [0.8066, 2.0928, -0.4401], [-0.7758, -1.8772, 1.0723], [-1.4843, -0.5364, -0.7743]], "lumo_ev": -0.655, "multiplicity": 1, "smiles": "N=[SiH2].O=NO", "orbital_gap_ev": 9.06}

---

No. 3
{"formula": "H4N2O3Si", "method": "the ωB97M-V functional and the def2-TZVPD basis", "species": ["N", "N", "O", "O", "O", "Si", "H", "H", "H", "H"], "xyz": [[-0.8261, 0.8255, 0.8303], [-3.2642, -1.5389, -0.1450], [-2.1478, -1.0254, -0.6439], [-3.9960, -0.7631, 0.3904], [2.0646, -1.9153, 0.3083], [-1.5939, 0.5540, -0.5571], [-0.3304, 1.6804, 1.0332], [1.7064, -1.6112, 1.1454], [1.3140, -2.0027, -0.2850], [-1.9959, 1.0734, -1.8468]], "lumo_ev": -0.350, "multiplicity": 1, "smiles": "[H]/N=[SiH]/ON=O.O", "orbital_gap_ev": 10.23}

---

No. 4
{"formula": "H4N2O3Si", "method": "the ωB97M-V functional and the def2-TZVPD basis", "species": ["N", "N", "O", "O", "O", "Si", "H", "H", "H", "H"], "xyz": [[0.9442, -0.8010, -0.7767], [-1.5593, 0.2056, -1.5163], [-1.0785, 0.4065, -2.6274], [-2.7545, 0.0784, -1.1717], [-1.1919, -0.6141, 1.2392], [-0.5272, -0.1419, -0.1149], [1.6156, -1.0126, -0.0260], [1.3703, -0.2303, -1.5560], [-2.0846, -0.5719, 1.4733], [-0.3237, 2.1476, -0.2260]], "lumo_ev": [-0.194, -3.062], "multiplicity": 3, "orbital_gap_ev": [6.80, 6.15]}

---

No. 5
{"formula": "H4N2OS", "method": "the ωB97M-V functional and the def2-TZVPD basis", "species": ["N", "N", "O", "S", "H", "H", "H", "H"], "xyz": [[-1.0924, 1.3441, -1.5451], [0.9435, 0.3668, -0.3993], [0.4313, -1.6747, 1.4700], [-0.5448, 0.4133, -0.4192], [-2.1407, 1.2687, -1.7233], [0.0460, -1.7585, 2.3534], [1.5274, 0.8194, -1.0066], [0.8298, -0.7790, 1.2700]], "lumo_ev": -0.279, "multiplicity": 1, "orbital_gap_ev": 9.91}

---

No. 6
{"formula": "H4N2OS2", "method": "the ωB97M-V functional and the def2-TZVPD basis", "species": ["N", "N", "O", "S", "S", "H", "H", "H", "H"], "xyz": [[0.5291, -1.1456, -0.1489], [-1.0604, 0.8036, -0.6135], [-0.5287, -0.6333, -0.9612], [0.0923, -2.3101, 1.0727], [0.1124, 1.9394, -0.4555], [1.2135, -1.5481, -0.7889], [-1.5203, 0.8429, 0.2923], [0.3305, -1.4269, 2.1955], [-0.0111, 2.2523, -1.8109]], "lumo_ev": 0.633, "multiplicity": 1, "smiles": "SNONS", "orbital_gap_ev": 9.94}

---

No. 7
{"formula": "H4N3O", "method": "the ωB97M-V functional and the def2-TZVPD basis", "species": ["N", "N", "N", "O", "H", "H", "H", "H"], "xyz": [[1.7201, 0.6169, -0.2697], [0.3279, -1.0117, 0.2907], [0.5196, 0.2541, 0.0752], [-2.1388, -0.1939, 0.1621], [1.8175, 1.6907, -0.3218], [-2.1181, 0.8380, -0.1649], [1.0850, -1.6784, -0.0724], [-1.2132, -0.5157, 0.3008]], "total_charge": -1, "lumo_ev": 5.177, "multiplicity": 1, "orbital_gap_ev": 8.19}

---

No. 8
{"formula": "H4N3O3S", "method": "the ωB97M-V functional and the def2-TZVPD basis", "species": ["N", "N", "N", "O", "O", "O", "S", "H", "H", "H", "H"], "xyz": [[1.2340, -0.5909, -0.7621], [-1.1972, 0.7963, 0.2433], [-0.0727, 1.3873, 0.4246], [1.7157, 0.3723, 1.9667], [-0.6299, -0.1723, 2.4574], [0.2194, 2.0790, 2.8809], [0.3565, 0.8739, 2.1227], [2.1306, -0.2759, -0.4548], [0.7344, -0.9430, -0.0701], [-1.5795, 0.1645, 0.8941], [-1.4946, 0.8827, -0.7517]], "total_charge": -1, "lumo_ev": [4.118, 3.663], "multiplicity": 1, "orbital_gap_ev": [9.54, 6.96]}

---

No. 9
{"formula": "H4N3P", "method": "the ωB97M-V functional and the def2-TZVPD basis", "species": ["N", "N", "N", "P", "H", "H", "H", "H"], "xyz": [[-0.1041, -0.8973, 2.8587], [-0.6694, -0.0438, 2.4096], [0.1689, -0.0505, -0.1785], [-1.8312, 1.0110, 2.0740], [-0.5801, -0.0837, -0.9043], [1.0932, -0.0036, -0.7348], [-0.8229, 1.7711, 1.4375], [0.0762, -0.9199, 0.4162]], "lumo_ev": 0.462, "multiplicity": 1, "orbital_gap_ev": 8.55}

---

No. 10
{"formula": "H4N4O2", "method": "the ωB97M-V functional and the def2-TZVPD basis", "species": ["N", "N", "N", "N", "O", "O", "H", "H", "H", "H"], "xyz": [[-17.5498, 1.1930, -5.8199], [7.5262, -2.2073, 3.7967], [7.1816, 0.5676, 0.9483], [7.2095, 0.4900, 2.1422], [6.8494, -0.3517, 0.0898], [7.3325, 1.4179, 2.9978], [-16.8306, 1.8610, -5.4946], [-17.0850, 0.3162, -5.5131], [6.9493, -1.4575, 3.1536], [8.4169, -1.8292, 3.6991]], "total_charge": -2, "lumo_ev": [2.274, 2.104], "multiplicity": 1, "orbital_gap_ev": [2.20, 2.04]}

---

No. 11
{"formula": "H4N4O2", "method": "the ωB97M-V functional and the def2-TZVPD basis", "species": ["N", "N", "N", "N", "O", "O", "H", "H", "H", "H"], "xyz": [[0.6205, 0.6098, 1.3826], [-0.8624, -0.3029, -1.4163], [1.0610, 0.3152, -0.0101], [0.0038, -1.1431, -0.5973], [0.8054, 1.3749, -0.8035], [-0.4896, -1.6054, 0.5784], [1.2144, -0.0105, 1.9363], [-0.3043, 0.1359, 1.1912], [-1.7828, 0.0516, -0.8629], [-0.2660, 0.5745, -1.3985]], "total_charge": -2, "lumo_ev": [8.283, 8.283], "multiplicity": 1, "orbital_gap_ev": [5.24, 5.24]}

---

No. 12
{"formula": "H4NO2Si", "method": "the ωB97M-V functional and the def2-TZVPD basis", "species": ["N", "O", "O", "Si", "H", "H", "H", "H"], "xyz": [[-0.4662, 2.8575, 0.0614], [-0.6323, 2.5767, 1.2501], [0.0886, 1.2550, -0.7532], [0.2426, -0.2272, -0.3005], [0.5056, 3.4238, -0.1288], [1.5514, -0.3946, 0.4603], [-0.9111, -0.5333, 0.6815], [-0.1102, -1.2218, -1.6054]], "total_charge": -1, "lumo_ev": [4.412, 4.412], "multiplicity": 1, "orbital_gap_ev": [7.50, 7.50]}

---

In the order shown, the computed energy relative to the best compared isomer or geometry (same formula, charge and spin) values come out to 321.63 187.87 262.99 170.58 112.83 327.98 50.84 271.07 30.30 264.78 272.78 112.74 kJ/mol.